14
Properties=species:S:1:pos:R:3:forces:R:3:nbo_charge:R:1 method="wB97M-V/def2-TZVPD" e_above_lowest_kcal_mol=78.79 homo_ev=-7.82 spin_multiplicity=1 homo_lumo_gap_ev=8.68 fmax_ev_per_a=0.2 total_energy_ha=-324.5989 lumo_ev=0.9
C -0.471 1.247 1.060 -0.1 0.1 0.1 -0.407
N 0.352 0.127 0.548 0.1 0.0 -0.1 -0.510
C 1.021 0.440 -0.697 -0.1 0.0 -0.1 -0.130
C 0.505 -0.374 -1.642 0.1 0.1 0.0 -0.176
C -0.427 -1.335 -1.068 -0.1 0.0 0.1 -0.437
C -0.433 -1.091 0.267 0.1 0.1 -0.1 0.524
O -0.582 -1.624 1.436 0.0 0.0 -0.1 -0.710
H 0.189 1.977 1.536 -0.1 -0.1 -0.1 0.208
H -1.163 0.844 1.805 0.1 0.1 -0.1 0.228
H -1.021 1.719 0.242 0.1 -0.1 0.1 0.211
H 1.661 1.308 -0.772 -0.1 -0.1 0.0 0.219
H 0.791 -0.351 -2.689 0.0 0.0 0.2 0.225
H -0.837 -2.204 -1.562 0.0 0.1 0.1 0.237
H 0.415 -0.684 1.536 0.0 0.0 0.0 0.517